(1)
{"formula": "C39H89AgF9N4O15", "method": "ωB97M-V/def2-TZVPD", "charge": 1, "energy_ev": -106980.06485, "e_above_lowest_kcal_mol": 51.8, "elements": ["Ag", "C", "O", "O", "C", "F", "F", "F", "C", "C", "H", "H", "H", "H", "H", "H", "C", "O", "O", "C", "F", "F", "F", "C", "C", "H", "H", "H", "H", "H", "H", "C", "O", "O", "C", "F", "F", "F", "C", "C", "H", "H", "H", "H", "H", "H", "C", "C", "C", "O", "H", "H", "H", "H", "H", "H", "H", "C", "O", "C", "C", "N", "H", "H", "C", "C", "O", "C", "H", "H", "H", "H", "H", "H", "H", "H", "H", "H", "H", "H", "H", "H", "C", "O", "C", "C", "N", "H", "H", "C", "C", "O", "C", "H", "H", "H", "H", "H", "H", "H", "H", "H", "H", "H", "H", "H", "H", "C", "O", "C", "C", "N", "H", "H", "C", "C", "O", "C", "H", "H", "H", "H", "H", "H", "H", "H", "H", "H", "H", "H", "H", "H", "C", "O", "C", "C", "N", "H", "H", "C", "C", "O", "C", "H", "H", "H", "H", "H", "H", "H", "H", "H", "H", "H", "H", "H", "H"], "coordinates": [[2.411, 1.365, -3.378], [-7.876, -2.600, 5.655], [-9.134, -2.003, 6.025], [-7.702, -3.879, 6.182], [-7.552, -2.171, 4.148], [-7.952, -3.040, 3.179], [-8.010, -1.022, 3.814], [-6.257, -1.903, 4.080], [-9.245, -0.608, 6.324], [-9.490, -0.619, 7.773], [-10.113, 0.241, 8.017], [-9.941, -1.546, 8.129], [-8.562, -0.453, 8.320], [-10.086, -0.109, 5.841], [-8.414, 0.063, 6.106], [-7.259, -2.088, 6.394], [4.784, -3.852, -4.533], [6.038, -4.425, -4.979], [4.910, -2.434, -4.553], [3.661, -4.680, -5.369], [2.544, -4.406, -4.808], [3.481, -4.397, -6.641], [3.970, -6.010, -5.289], [6.344, -4.489, -6.383], [7.922, -4.590, -6.572], [8.539, -3.835, -6.084], [8.221, -5.610, -6.327], [8.241, -4.302, -7.573], [5.926, -3.603, -6.861], [5.941, -5.412, -6.802], [4.735, -4.214, -3.507], [4.765, -10.256, 4.833], [4.506, -9.147, 4.044], [4.954, -11.343, 3.934], [5.816, -9.896, 5.933], [5.267, -9.145, 6.873], [6.242, -10.992, 6.635], [6.896, -9.242, 5.538], [3.938, -7.965, 4.666], [3.476, -6.996, 3.512], [4.102, -7.119, 2.628], [2.399, -7.065, 3.360], [3.575, -5.964, 3.847], [4.780, -7.375, 5.028], [3.238, -8.027, 5.500], [3.766, -10.422, 5.237], [-0.950, -1.093, 1.699], [-0.053, -0.984, 0.432], [0.256, -2.497, 0.032], [-0.352, -0.111, -0.639], [-1.098, -0.085, 2.086], [-0.529, -1.748, 2.462], [-1.846, -1.443, 1.186], [0.994, -0.893, 0.721], [0.879, -2.522, -0.862], [-0.630, -3.113, -0.125], [0.653, -3.026, 0.898], [1.866, 4.457, 2.099], [0.789, 5.396, 1.840], [1.093, 6.664, 1.324], [-0.123, 6.912, 0.440], [-0.304, 5.805, -0.682], [-0.567, 5.047, -0.067], [-1.189, 5.971, -1.140], [0.791, 5.415, -1.632], [1.259, 6.672, -2.454], [1.814, 7.621, -1.493], [2.082, 8.911, -2.168], [2.341, 4.907, 2.970], [2.479, 4.332, 1.206], [1.470, 3.482, 2.382], [2.009, 6.766, 0.742], [1.204, 7.473, 2.047], [-0.033, 7.839, -0.124], [-1.101, 7.016, 0.911], [0.277, 4.682, -2.254], [1.589, 4.905, -1.093], [0.403, 7.035, -3.023], [2.005, 6.354, -3.182], [2.723, 8.867, -3.049], [2.671, 9.423, -1.408], [1.157, 9.468, -2.320], [-4.165, 3.793, 3.758], [-5.378, 4.169, 3.132], [-5.438, 3.620, 1.851], [-6.837, 4.086, 1.312], [-6.788, 5.630, 1.344], [-6.176, 5.904, 2.099], [-6.237, 5.976, 0.572], [-8.075, 6.426, 1.363], [-7.842, 7.758, 0.825], [-6.622, 8.294, 1.418], [-6.069, 9.317, 0.674], [-3.298, 4.246, 3.277], [-4.148, 2.715, 3.914], [-4.265, 4.336, 4.698], [-5.395, 2.533, 1.928], [-4.612, 3.979, 1.237], [-7.632, 3.650, 1.917], [-7.048, 3.889, 0.261], [-8.441, 6.502, 2.386], [-8.671, 5.782, 0.716], [-8.717, 8.305, 1.176], [-7.873, 7.671, -0.261], [-5.642, 8.814, -0.194], [-5.253, 9.669, 1.306], [-6.743, 10.121, 0.379], [10.498, -3.668, -1.556], [9.362, -2.833, -1.397], [9.451, -2.237, -0.090], [8.586, -0.947, -0.136], [6.987, -1.292, -0.262], [6.569, -0.376, -0.327], [6.933, -1.656, -1.202], [6.310, -2.172, 0.791], [6.397, -1.527, 2.154], [6.619, -0.130, 2.131], [7.272, 0.400, 3.251], [10.347, -4.511, -0.881], [11.483, -3.255, -1.339], [10.537, -4.022, -2.587], [10.514, -2.002, -0.039], [9.369, -2.932, 0.746], [8.776, -0.411, -1.066], [8.629, -0.333, 0.764], [6.765, -3.163, 0.786], [5.251, -2.171, 0.535], [7.167, -2.007, 2.759], [5.554, -1.769, 2.801], [6.961, -0.059, 4.189], [7.061, 1.467, 3.316], [8.330, 0.151, 3.174], [-5.318, -2.587, -2.659], [-4.965, -1.761, -3.754], [-4.842, -0.382, -3.323], [-4.213, 0.165, -4.600], [-2.733, -0.266, -4.750], [-2.338, 0.245, -5.527], [-2.316, 0.012, -3.873], [-2.387, -1.775, -5.013], [-3.072, -2.162, -6.339], [-2.744, -1.153, -7.301], [-3.541, -1.361, -8.505], [-6.314, -2.292, -2.327], [-4.715, -2.471, -1.758], [-5.381, -3.617, -3.009], [-4.298, -0.093, -2.424], [-5.905, -0.180, -3.191], [-4.205, 1.255, -4.592], [-4.823, -0.070, -5.472], [-2.724, -2.267, -4.100], [-1.325, -1.663, -5.232], [-4.158, -2.222, -6.282], [-2.774, -3.184, -6.572], [-4.630, -1.397, -8.483], [-3.233, -2.277, -9.008], [-3.234, -0.549, -9.164]]}

=====

(2)
{"formula": "C39H90AgMnN8O15", "method": "ωB97M-V/def2-TZVPD", "s_squared": 15.8259, "charge": 1, "energy_ev": -119838.69958, "multiplicity": 8, "elements": ["Ag", "Mn", "C", "O", "O", "O", "C", "C", "C", "O", "C", "C", "C", "O", "O", "O", "H", "H", "C", "C", "C", "O", "C", "N", "H", "H", "H", "H", "H", "H", "H", "H", "H", "H", "H", "C", "C", "C", "O", "C", "N", "H", "H", "H", "H", "H", "H", "H", "H", "H", "H", "H", "C", "C", "C", "O", "C", "N", "H", "H", "H", "H", "H", "H", "H", "H", "H", "H", "H", "C", "C", "C", "O", "C", "N", "H", "H", "H", "H", "H", "H", "H", "H", "H", "H", "H", "C", "C", "C", "O", "C", "N", "H", "H", "H", "H", "H", "H", "H", "H", "H", "H", "H", "C", "C", "C", "O", "C", "N", "H", "H", "H", "H", "H", "H", "H", "H", "H", "H", "H", "C", "C", "C", "O", "C", "N", "H", "H", "H", "H", "H", "H", "H", "H", "H", "H", "H", "C", "C", "C", "O", "C", "N", "H", "H", "H", "H", "H", "H", "H", "H", "H", "H", "H"], "coordinates": [[1.605, -1.574, 2.241], [0.847, 1.955, 0.196], [0.397, -0.611, -0.100], [-0.357, 0.234, -0.595], [0.082, -1.539, 0.670], [1.339, -0.077, 0.412], [0.922, 1.192, 5.585], [0.508, 2.284, 6.238], [-0.115, 3.557, 5.626], [-0.287, 4.646, 6.277], [-0.383, 3.572, 4.226], [0.094, 2.495, 3.360], [0.826, 1.269, 4.132], [1.220, 0.363, 3.353], [0.227, 2.486, 2.060], [0.586, 2.199, 7.541], [1.368, 0.313, 6.027], [-0.768, 4.402, 3.653], [5.037, 2.955, -0.075], [3.570, 3.054, -0.588], [3.202, 2.002, -1.664], [1.803, 1.935, -1.839], [1.473, 1.175, -3.013], [2.701, 2.908, 0.556], [5.225, 3.803, 0.584], [5.614, 3.400, -0.886], [5.377, 1.973, 0.254], [3.491, 4.064, -0.988], [3.492, 1.061, -1.196], [3.806, 2.263, -2.533], [1.837, 0.149, -3.077], [1.941, 1.732, -3.824], [0.436, 1.363, -3.292], [2.692, 3.842, 0.940], [3.372, 2.358, 1.074], [-4.494, 0.360, 1.719], [-3.899, 1.745, 1.676], [-3.220, 2.222, 3.049], [-4.248, 2.436, 3.939], [-3.854, 2.414, 5.264], [-2.835, 1.778, 0.743], [-4.780, 0.245, 0.674], [-5.418, 0.438, 2.292], [-3.893, -0.497, 2.025], [-4.692, 2.424, 1.362], [-2.525, 3.049, 2.903], [-2.604, 1.372, 3.342], [-3.593, 1.405, 5.583], [-4.666, 2.847, 5.847], [-2.991, 3.019, 5.543], [-3.107, 1.560, -0.205], [-2.115, 1.130, 1.029], [0.602, -5.594, -2.403], [1.336, -4.262, -2.792], [0.602, -3.519, -3.994], [1.508, -2.690, -4.640], [0.862, -1.782, -5.579], [1.512, -3.347, -1.646], [-0.110, -5.519, -1.581], [1.317, -6.248, -1.905], [0.164, -6.168, -3.220], [2.360, -4.467, -3.104], [-0.223, -2.878, -3.683], [0.202, -4.298, -4.644], [1.375, -1.668, -6.534], [0.621, -0.810, -5.148], [-0.141, -1.975, -5.961], [0.659, -3.233, -1.118], [1.687, -2.503, -2.173], [-3.081, -4.715, -0.594], [-2.599, -3.457, -1.159], [-3.109, -3.132, -2.664], [-2.389, -4.069, -3.377], [-2.574, -3.886, -4.798], [-2.921, -2.301, -0.276], [-4.164, -4.729, -0.468], [-2.543, -4.928, 0.330], [-2.901, -5.579, -1.233], [-1.510, -3.440, -1.204], [-2.853, -2.117, -2.967], [-4.193, -3.188, -2.770], [-3.628, -4.091, -4.987], [-2.140, -4.678, -5.407], [-2.170, -2.906, -5.053], [-2.403, -1.498, -0.604], [-2.203, -2.507, 0.404], [4.677, -1.177, 5.589], [3.915, -0.993, 4.260], [4.782, -1.279, 3.069], [3.912, -1.203, 1.943], [4.320, -1.704, 0.728], [2.691, -1.896, 4.398], [4.634, -2.231, 5.865], [4.156, -0.631, 6.375], [5.715, -0.844, 5.584], [3.692, 0.061, 4.095], [5.192, -2.289, 3.079], [5.685, -0.692, 2.900], [5.213, -1.248, 0.300], [3.640, -1.352, -0.048], [4.394, -2.790, 0.671], [2.261, -1.619, 5.269], [3.121, -2.787, 4.602], [-2.132, 0.681, -4.332], [-2.340, 1.885, -3.385], [-3.318, 3.068, -3.768], [-2.661, 3.926, -4.714], [-3.424, 5.063, -5.115], [-2.702, 1.364, -2.081], [-3.033, 0.077, -4.438], [-1.331, 0.057, -3.934], [-1.866, 1.169, -5.270], [-1.385, 2.401, -3.282], [-3.623, 3.662, -2.906], [-4.296, 2.669, -4.036], [-2.850, 5.533, -5.913], [-3.504, 5.929, -4.457], [-4.446, 4.793, -5.382], [-3.444, 0.766, -2.417], [-1.815, 0.933, -1.860], [-1.115, 5.275, 0.481], [-1.039, 4.596, -0.855], [-0.298, 5.180, -2.112], [1.115, 5.059, -1.895], [1.912, 5.627, -3.003], [-0.626, 3.240, -0.578], [-0.101, 5.222, 0.878], [-1.785, 4.705, 1.124], [-1.480, 6.301, 0.441], [-2.094, 4.584, -1.126], [-0.594, 6.214, -2.291], [-0.591, 4.482, -2.895], [1.846, 4.866, -3.780], [2.986, 5.587, -2.818], [1.572, 6.605, -3.343], [-0.898, 2.886, -1.484], [-1.443, 2.834, -0.147], [1.623, -6.299, 1.574], [1.250, -4.791, 1.653], [0.102, -4.525, 2.721], [0.146, -3.087, 3.087], [-1.086, -2.591, 3.564], [2.456, -4.020, 1.898], [0.796, -6.985, 1.760], [2.375, -6.509, 2.334], [1.998, -6.472, 0.565], [0.815, -4.459, 0.711], [0.202, -5.091, 3.647], [-0.817, -4.786, 2.197], [-1.623, -3.240, 4.255], [-1.756, -2.260, 2.770], [-0.867, -1.756, 4.228], [3.096, -4.262, 1.155], [2.892, -4.403, 2.724]]}

=====

(3)
{"formula": "C39H90Br3N3O10PS9", "method": "ωB97M-V/def2-TZVPD", "charge": 1, "energy_ev": -383765.52588, "elements": ["C", "C", "N", "C", "O", "C", "C", "C", "O", "C", "C", "C", "C", "P", "C", "C", "N", "C", "C", "C", "N", "C", "Br", "C", "C", "C", "S", "C", "Br", "C", "Br", "C", "C", "H", "H", "H", "H", "H", "H", "H", "H", "H", "H", "H", "H", "H", "H", "H", "H", "H", "H", "H", "H", "H", "H", "H", "H", "H", "H", "H", "H", "H", "H", "H", "H", "H", "H", "H", "H", "H", "H", "H", "H", "H", "H", "C", "S", "O", "C", "H", "H", "H", "H", "H", "H", "C", "S", "O", "C", "H", "H", "H", "H", "H", "H", "C", "S", "O", "C", "H", "H", "H", "H", "H", "H", "C", "S", "O", "C", "H", "H", "H", "H", "H", "H", "C", "S", "O", "C", "H", "H", "H", "H", "H", "H", "C", "S", "O", "C", "H", "H", "H", "H", "H", "H", "C", "S", "O", "C", "H", "H", "H", "H", "H", "H", "C", "S", "O", "C", "H", "H", "H", "H", "H", "H"], "coordinates": [[1.518, -1.906, -5.582], [1.221, -1.854, -4.418], [0.899, -1.784, -3.095], [-0.536, -2.147, -2.797], [-1.408, -1.688, -3.758], [-1.691, -2.564, -4.870], [-1.992, -4.038, -4.598], [-1.277, -4.925, -5.622], [-3.402, -4.205, -4.668], [-0.907, -1.548, -1.430], [-2.435, -1.432, -1.295], [-3.445, -2.508, -1.753], [-4.440, -1.907, -2.745], [-0.241, 0.278, -1.412], [-0.703, 1.017, -3.009], [-1.328, 1.240, -0.283], [-0.110, -2.328, -0.309], [-0.351, -1.572, 0.981], [0.121, -2.033, 2.359], [1.541, -2.363, 2.732], [-0.707, -1.998, 3.314], [-0.643, -3.783, -0.130], [-2.273, -3.882, 0.948], [0.374, -4.796, 0.414], [-0.173, -5.970, 1.230], [1.427, -2.321, -0.687], [2.430, -1.035, 0.139], [1.777, -2.487, -2.223], [1.641, -4.489, -2.629], [3.280, -2.120, -2.458], [4.209, -3.197, -3.839], [3.542, -0.657, -2.841], [4.856, -0.124, -2.237], [1.815, -1.869, -6.601], [-0.528, -3.238, -2.786], [-2.554, -2.124, -5.371], [-0.870, -2.505, -5.579], [-1.634, -4.370, -3.616], [-1.148, -5.917, -5.187], [-0.277, -4.558, -5.852], [-1.889, -5.044, -6.517], [-3.600, -5.139, -4.539], [-2.665, -0.574, -1.931], [-2.726, -1.082, -0.312], [-3.001, -3.435, -2.121], [-4.036, -2.797, -0.889], [-5.038, -1.167, -2.201], [-3.944, -1.379, -3.561], [-5.123, -2.659, -3.134], [-0.159, 0.558, -3.831], [-0.392, 2.061, -2.919], [-1.772, 0.979, -3.229], [-1.146, 2.278, -0.586], [-1.015, 1.164, 0.756], [-2.396, 1.047, -0.382], [0.053, -0.577, 0.822], [-1.420, -1.416, 1.042], [2.062, -1.443, 3.004], [2.130, -2.868, 1.973], [1.504, -2.994, 3.620], [-1.649, -1.762, 3.003], [-1.028, -4.134, -1.083], [0.855, -5.236, -0.456], [1.169, -4.340, 0.999], [-0.956, -6.509, 0.699], [-0.482, -5.685, 2.232], [0.663, -6.666, 1.351], [1.890, -3.190, -0.231], [2.206, -0.017, -0.701], [3.854, -2.448, -1.599], [2.701, -0.012, -2.587], [3.626, -0.616, -3.926], [5.559, 0.129, -3.032], [4.684, 0.782, -1.661], [5.354, -0.877, -1.624], [3.321, 5.108, -1.087], [2.720, 3.787, -2.133], [3.077, 2.504, -1.452], [3.905, 4.015, -3.461], [2.723, 5.087, -0.178], [4.373, 4.938, -0.857], [3.181, 6.059, -1.598], [4.918, 3.920, -3.068], [3.755, 4.997, -3.909], [3.720, 3.241, -4.203], [0.573, 1.883, 6.314], [1.247, 2.084, 4.668], [1.290, 3.549, 4.405], [-0.169, 1.448, 3.771], [1.309, 2.283, 7.011], [-0.357, 2.446, 6.391], [0.407, 0.824, 6.510], [-1.051, 2.042, 4.015], [-0.328, 0.400, 4.026], [0.056, 1.542, 2.708], [3.619, 6.911, 7.142], [2.857, 5.376, 6.596], [3.177, 4.349, 7.634], [3.962, 5.085, 5.213], [3.084, 7.246, 8.028], [4.667, 6.737, 7.385], [3.528, 7.655, 6.352], [4.997, 5.037, 5.550], [3.836, 5.888, 4.487], [3.666, 4.141, 4.765], [-6.326, 1.761, 0.038], [-4.903, 1.341, 1.026], [-4.562, -0.085, 0.714], [-5.720, 1.331, 2.621], [-6.030, 1.771, -1.008], [-7.108, 1.017, 0.193], [-6.678, 2.754, 0.316], [-6.541, 0.615, 2.600], [-6.086, 2.334, 2.837], [-4.989, 1.037, 3.371], [-5.786, 1.073, -4.643], [-7.030, 2.326, -4.315], [-7.036, 2.541, -2.840], [-8.449, 1.294, -4.685], [-4.815, 1.512, -4.421], [-5.962, 0.210, -4.001], [-5.829, 0.788, -5.694], [-8.436, 0.417, -4.039], [-8.420, 1.003, -5.735], [-9.341, 1.886, -4.492], [0.007, 5.264, 2.286], [-0.960, 5.728, 0.845], [-0.328, 5.063, -0.330], [-0.442, 7.446, 0.803], [-0.140, 4.200, 2.458], [1.062, 5.465, 2.096], [-0.341, 5.824, 3.154], [0.643, 7.493, 0.714], [-0.778, 7.947, 1.710], [-0.908, 7.906, -0.066], [-0.008, -8.137, -1.779], [-1.426, -7.522, -2.690], [-2.215, -6.640, -1.781], [-2.286, -9.092, -2.785], [0.646, -7.291, -1.571], [-0.341, -8.592, -0.846], [0.521, -8.864, -2.395], [-2.460, -9.471, -1.778], [-1.686, -9.792, -3.364], [-3.236, -8.919, -3.285], [9.217, 3.513, 7.535], [7.584, 3.163, 6.874], [7.564, 3.679, 5.477], [6.698, 4.368, 7.858], [9.928, 2.887, 7.001], [9.453, 4.565, 7.374], [9.236, 3.270, 8.597], [7.113, 5.360, 7.674], [6.768, 4.116, 8.917], [5.657, 4.328, 7.544]]}